No. 1
This record from the Open Molecules 2025 dataset describes a single C21H18N6O2S molecule at a distorted geometry. The level of theory is wB97M-V/def2-TZVPD.

```
48
Properties=species:S:1:pos:R:3:nbo_charge:R:1
O 3.129 -1.600 -1.830 -0.630
N -4.323 -0.135 1.252 -0.594
N 2.796 0.514 1.765 -0.188
N -3.070 -0.519 -0.630 -0.554
O 3.188 1.365 2.874 -0.282
S -2.929 0.783 1.582 0.509
C 2.834 -0.740 -1.009 0.803
C -4.290 -0.727 0.134 0.355
C 3.800 0.307 0.929 0.346
C -2.351 0.378 -0.018 0.271
C -7.654 -2.871 -1.480 -0.205
C 6.634 2.390 3.054 -0.184
C -7.778 -2.360 -0.157 -0.226
C -6.509 -2.572 -2.256 -0.223
C 7.056 1.891 1.876 -0.242
C 5.315 2.198 3.508 -0.239
C -6.615 -1.725 0.383 -0.161
C -5.382 -1.906 -1.703 -0.169
C 6.221 1.155 1.018 -0.167
C 4.494 1.517 2.663 0.289
C -5.427 -1.408 -0.387 -0.117
C 4.937 0.940 1.510 -0.177
N 3.907 -0.264 -0.313 -0.615
N 1.509 -0.294 -0.822 -0.467
N -1.105 0.742 -0.438 -0.433
C 0.064 1.224 0.237 -0.259
C 0.337 -0.994 -1.361 -0.229
C 0.464 1.265 -2.035 -0.405
C 1.249 1.098 -0.729 -0.044
C -0.530 0.162 -1.662 -0.062
H -8.287 -3.579 -1.996 0.217
H 7.325 2.904 3.762 0.222
H -8.742 -2.455 0.337 0.225
H -6.369 -3.188 -3.250 0.216
H 8.055 2.234 1.649 0.221
H 5.015 2.519 4.560 0.238
H -6.657 -1.237 1.405 0.237
H -4.519 -1.630 -2.433 0.240
H 6.601 0.741 0.122 0.214
H 4.795 -0.487 -0.717 0.438
H 0.111 2.205 0.785 0.221
H 0.363 0.535 1.084 0.231
H -0.111 -1.746 -0.690 0.227
H 0.589 -1.443 -2.357 0.229
H -0.042 2.125 -2.269 0.219
H 1.042 1.046 -2.993 0.213
H 2.134 1.738 -0.580 0.245
H -1.274 -0.098 -2.374 0.247
```

Summary:
2S+1: 1
DFT total energy (Ha): -1688.1466
Gap between HOMO and LUMO (eV): 8.529
Max |F| (Eh/bohr): 0.0980
Energy relative to the best compared isomer or geometry (same formula, charge and spin) (kJ/mol): 359.95
Molar mass (g mol⁻¹): 418.48
LUMO level (eV): 0.193
Structure (SMILES): O=C(Nc1noc2ccccc12)N1C[C@@H]2C[C@H]1CN2c1nc(-c2ccccc2)ns1



No. 2
This record from the Open Molecules 2025 dataset describes a molecular structure, C21H19BBrF4N5O3PdS2. The level of theory is wB97M-V/def2-TZVPD.

```
57
Properties=species:S:1:pos:R:3:mulliken_spin:R:1
Pd 0.060 0.298 -0.059 1.488
Br 1.755 4.850 5.586 0.199
C 1.123 3.497 4.553 0.222
C 0.443 2.410 5.163 0.071
C -0.010 1.385 4.396 0.027
C 0.180 1.410 2.990 0.234
C 0.841 2.509 2.389 0.047
C 1.313 3.534 3.148 0.067
N -0.219 0.389 2.135 0.080
C -0.909 -0.614 2.554 0.019
C -1.239 -1.717 1.656 0.079
C -1.992 -2.791 2.094 0.037
C -2.265 -3.825 1.202 -0.017
C -1.767 -3.743 -0.082 0.037
C -1.016 -2.627 -0.450 0.005
N -0.763 -1.641 0.393 0.151
H 0.321 2.404 6.237 0.000
H -0.482 0.547 4.885 -0.003
H 0.939 2.538 1.312 -0.008
H 1.817 4.381 2.704 0.000
H -1.261 -0.693 3.578 -0.012
H -2.363 -2.815 3.110 0.002
H -2.858 -4.674 1.512 0.000
H -1.951 -4.521 -0.808 0.001
H -0.611 -2.531 -1.450 0.005
F -2.533 3.313 -0.822 0.002
B -1.750 2.444 -0.177 -0.002
F -1.724 2.565 1.201 -0.003
F -0.345 2.534 -0.640 0.028
F -2.082 1.048 -0.487 0.040
O -0.120 0.339 -2.331 0.072
H -1.048 0.139 -2.530 -0.004
H -0.063 1.294 -2.503 -0.004
N 4.263 -6.225 4.558 0.011
C 4.051 -4.923 4.278 0.012
C 2.877 -4.274 4.716 -0.002
C 2.670 -2.947 4.437 0.005
C 3.621 -2.227 3.708 0.003
C 4.791 -2.858 3.269 0.005
C 5.001 -4.185 3.543 0.007
S 3.385 -0.557 3.385 -0.021
O 4.641 0.078 3.096 0.001
O 2.486 0.024 4.344 0.026
N 2.462 -0.531 1.973 0.320
C 2.992 -0.292 0.832 -0.065
S 4.705 -0.152 0.394 0.135
C 4.267 0.029 -1.223 0.279
C 2.885 0.041 -1.389 0.091
N 2.181 -0.119 -0.276 0.299
H 3.633 -6.738 5.149 0.000
H 5.129 -6.670 4.313 0.000
H 2.154 -4.825 5.304 0.000
H 1.788 -2.446 4.813 0.000
H 5.546 -2.288 2.744 0.003
H 5.916 -4.663 3.220 0.000
H 5.002 0.146 -2.004 0.010
H 2.385 0.174 -2.337 0.025
```

Summary:
2S+1: 5
DFT total energy (Ha): -5233.3353
Gap between HOMO and LUMO (spin up / spin down) (eV): 5.699 / 3.440
Total charge: +2
Max |F| (Eh/bohr): 0.0101
Molar mass (g mol⁻¹): 726.68
LUMO level (spin up / spin down) (eV): -7.324 / -9.583



No. 3
This record from the Open Molecules 2025 dataset describes a molecular structure, C21H19BrCl2NOPPd. The level of theory is wB97M-V/def2-TZVPD.

```
47
Properties=species:S:1:pos:R:3:nbo_charge:R:1
Pd 0.296 -1.112 0.760 -0.011
Cl -3.856 -2.532 2.304 -0.098
C -2.185 -3.040 1.908 -0.368
Cl -2.192 -4.404 0.771 -0.074
H -1.699 -3.337 2.826 0.238
H -1.658 -2.202 1.445 0.262
O 0.441 -1.128 5.631 -0.758
C 0.263 -1.220 4.427 0.643
N 0.088 -1.311 3.261 -0.834
Br 5.413 -4.730 -2.178 -0.076
C 3.999 -3.747 -1.317 -0.101
C 2.699 -4.219 -1.372 -0.289
C 1.692 -3.485 -0.749 -0.258
C 1.900 -2.275 -0.050 -0.345
C 3.254 -1.874 -0.035 -0.247
C 4.291 -2.573 -0.648 -0.292
H 2.477 -5.142 -1.896 0.195
H 0.683 -3.883 -0.816 0.194
H 3.527 -0.960 0.487 0.189
H 5.313 -2.212 -0.604 0.195
C -2.753 0.827 0.884 -0.971
P -1.046 0.491 0.226 0.862
C -0.307 2.086 0.820 -0.210
C 0.239 2.051 2.108 -0.231
C 0.780 3.195 2.674 -0.212
C 0.808 4.388 1.960 -0.248
C 0.283 4.428 0.677 -0.234
C -0.276 3.286 0.114 -0.266
C -1.306 0.935 -1.557 -0.230
C -0.258 0.614 -2.422 -0.233
C -0.333 0.912 -3.774 -0.213
C -1.475 1.507 -4.298 -0.246
C -2.536 1.805 -3.456 -0.235
C -2.447 1.527 -2.095 -0.260
H -3.120 1.840 0.689 0.192
H -2.688 0.679 1.963 0.245
H -3.462 0.094 0.493 0.224
H 0.248 1.104 2.644 0.268
H 1.198 3.148 3.674 0.203
H 1.245 5.278 2.399 0.189
H 0.310 5.351 0.107 0.189
H -0.682 3.331 -0.890 0.209
H 0.599 0.096 -1.999 0.256
H 0.495 0.659 -4.427 0.199
H -1.542 1.723 -5.359 0.190
H -3.437 2.257 -3.856 0.190
H -3.282 1.776 -1.453 0.205
```

Summary:
2S+1: 1
DFT total energy (Ha): -4905.2856
Gap between HOMO and LUMO (eV): 4.815
Total charge: -2
Max |F| (Eh/bohr): 0.0024
Energy relative to the best compared isomer or geometry (same formula, charge and spin) (kJ/mol): 184.02
Molar mass (g mol⁻¹): 589.59
LUMO level (eV): 4.259



No. 4
This record from the Open Molecules 2025 dataset describes a molecular structure, C21H19CeN2O8 at a distorted geometry. The level of theory is wB97M-V/def2-TZVPD.

```
51
Properties=species:S:1:pos:R:3:lowdin_charge:R:1
Ce -1.380 1.028 1.372 1.458
O -4.417 3.548 2.632 0.149
C -3.522 2.888 2.216 -0.499
O -2.656 2.089 2.884 -0.126
C -3.009 2.712 0.781 -0.597
O -1.953 3.291 0.484 0.033
O -3.296 1.582 0.234 -0.078
O -4.035 -5.900 0.979 -0.033
C -4.263 -5.089 0.066 -0.691
O -4.985 -5.146 -0.946 -0.044
C -3.659 -3.685 0.321 -0.071
C -3.964 -2.610 -0.500 0.027
C -3.392 -1.378 -0.252 -0.104
N -2.519 -1.182 0.744 0.004
C -2.244 -2.215 1.564 -0.175
C -2.791 -3.466 1.387 0.082
C -1.308 -1.932 2.699 -0.505
O -0.977 -2.750 3.505 0.134
O -0.881 -0.647 2.708 -0.197
H -4.649 -2.770 -1.322 0.119
H -3.642 -0.513 -0.854 0.105
H -2.555 -4.275 2.063 0.133
C 4.066 1.212 -0.330 -0.048
C 3.457 2.354 0.497 -0.633
C 4.220 2.502 1.819 -0.058
C 3.536 3.665 -0.297 -0.057
C 2.048 2.035 0.773 -0.119
C 0.894 1.696 0.974 -0.100
H 5.112 1.443 -0.556 0.082
H 3.524 1.076 -1.268 0.066
H 4.026 0.270 0.220 0.090
H 5.270 2.723 1.609 0.080
H 4.164 1.585 2.406 0.087
H 3.805 3.314 2.418 0.085
H 4.584 3.906 -0.500 0.080
H 3.091 4.488 0.265 0.085
H 3.008 3.578 -1.248 0.082
N -0.898 0.722 -1.371 0.077
C 0.140 -0.145 -1.817 -0.290
C 0.293 -1.403 -1.252 -0.014
C 1.339 -2.219 -1.655 -0.066
C 2.251 -1.780 -2.607 -0.098
C 2.095 -0.517 -3.161 -0.104
C 1.039 0.298 -2.775 -0.042
H -0.987 1.596 -1.864 0.112
H -1.806 0.276 -1.300 0.054
H -0.403 -1.758 -0.503 0.104
H 1.441 -3.201 -1.211 0.109
H 3.070 -2.417 -2.913 0.098
H 2.797 -0.159 -3.905 0.102
H 0.921 1.284 -3.210 0.112
```

Summary:
2S+1: 1
DFT total energy (Ha): -1998.3584
Gap between HOMO and LUMO (eV): 6.013
Total charge: -1
Max |F| (Eh/bohr): 0.0625
Energy relative to the best compared isomer or geometry (same formula, charge and spin) (kJ/mol): 41.97
Molar mass (g mol⁻¹): 567.51
LUMO level (eV): 0.194



No. 5
This record from the Open Molecules 2025 dataset describes a molecular structure, C21H19ClIrN9O3S2 at a distorted geometry. The level of theory is wB97M-V/def2-TZVPD.

```
56
Properties=species:S:1:pos:R:3:nbo_charge:R:1
Ir 0.933 0.266 -0.786 1.214
N 3.347 -1.658 0.728 -0.783
C 3.757 -0.803 -0.225 0.275
N 2.953 0.020 -0.873 -0.515
C 3.622 0.723 -1.877 0.095
C 4.937 0.454 -1.960 -0.388
S 5.385 -0.719 -0.775 0.511
C 2.771 1.637 -2.634 0.103
C 3.079 2.538 -3.585 -0.382
S 1.717 3.532 -3.923 0.527
C 0.788 2.674 -2.763 0.267
N 1.434 1.670 -2.215 -0.497
N -0.490 3.014 -2.438 -0.783
H 2.426 -1.548 1.132 0.430
H 4.027 -2.179 1.257 0.430
H 5.668 0.857 -2.640 0.277
H 4.021 2.705 -4.079 0.277
H -0.861 3.844 -2.876 0.421
H -0.689 2.963 -1.449 0.397
N -3.307 0.080 -0.769 -0.304
C -2.279 0.918 -0.690 0.256
N -1.165 0.223 -0.856 -0.503
C -1.607 -1.055 -1.065 0.283
N -2.903 -1.180 -1.011 -0.182
C -0.635 -2.046 -1.520 0.120
C -0.937 -3.352 -1.883 0.070
N -0.022 -4.156 -2.401 -0.302
C 1.194 -3.660 -2.585 0.033
C 1.531 -2.365 -2.223 0.022
N 0.617 -1.567 -1.670 -0.373
H -4.288 0.289 -0.618 0.463
H -2.388 1.971 -0.504 0.243
H -1.942 -3.732 -1.747 0.245
H 1.934 -4.309 -3.037 0.238
H 2.519 -1.964 -2.381 0.229
C -2.317 -1.938 3.655 -0.633
C -2.598 -0.563 3.129 -0.046
C -3.844 -0.209 2.638 -0.209
C -4.079 1.073 2.157 -0.059
Cl -5.606 1.438 1.406 0.015
C -3.098 2.038 2.192 -0.253
C -1.834 1.699 2.665 -0.309
C -1.589 0.407 3.114 0.350
O -0.355 -0.011 3.586 -0.483
C 0.753 0.723 3.146 -0.174
C 0.894 0.560 1.656 0.773
O 1.332 1.476 0.897 -0.611
O 0.583 -0.557 1.090 -0.659
H -3.178 -2.588 3.516 0.230
H -2.081 -1.904 4.720 0.246
H -1.454 -2.378 3.155 0.226
H -4.640 -0.942 2.621 0.244
H -3.310 3.046 1.863 0.239
H -1.075 2.466 2.707 0.227
H 1.637 0.295 3.626 0.248
H 0.716 1.782 3.401 0.222
```

Summary:
2S+1: 1
DFT total energy (Ha): -2890.6805
Gap between HOMO and LUMO (eV): 7.247
Total charge: +2
Max |F| (Eh/bohr): 0.0227
Energy relative to the best compared isomer or geometry (same formula, charge and spin) (kJ/mol): 21.33
Molar mass (g mol⁻¹): 737.25
LUMO level (eV): -6.386